Computed, not measured: an isolated molecule of C3H8N2O, with the ωB97M-V functional and the def2-TZVPD basis.

Atoms and positions in Å:
C (-0.86, -1.31, -0.09)
C (-1.17, 1.14, 0.02)
N (-0.27, 0.02, -0.10)
C (1.06, 0.19, 0.13)
O (1.72, -0.99, 0.34)
N (1.57, 1.33, -0.06)
H (2.67, -0.84, 0.27)
H (2.55, 1.17, -0.41)
H (-1.94, -1.23, 0.02)
H (-0.58, 2.05, 0.04)
H (-1.74, 1.09, 0.96)
H (-1.86, 1.17, -0.82)
H (-0.54, -1.96, 0.72)
H (-0.62, -1.82, -1.03)

Output
Total charge: 0
Highest occupied orbital energy, eV: -8.4
Gap between HOMO and LUMO, Eh: 0.3354
F_max, eV/Å: 2.66
Energy above the lowest of the compared OMol25 structures with the same formula, charge and spin, kJ/mol: 147.2